The following is a quantum chemistry calculation of a 2-piece molecular cluster, C4H12 overall in a non-equilibrium geometry, from the OMol25 dataset.

The geometry in ORCA input format:
```
! RIJCOSX wB97M-V def2-TZVPD def2/J DEFGRID3
* xyz 0 1
C -0.981 1.686 -1.765
C -0.046 1.826 -0.583
H -1.209 0.692 -2.144
H -1.965 2.061 -1.449
H -0.708 2.308 -2.615
H 0.677 1.006 -0.576
H -0.529 1.929 0.384
H 0.611 2.687 -0.710
C -0.145 -1.923 1.509
C 1.182 -1.608 0.837
H -0.984 -1.540 0.917
H -0.326 -3.003 1.495
H -0.320 -1.548 2.515
H 1.003 -1.466 -0.227
H 2.003 -2.239 1.130
H 1.516 -0.593 1.107
*
```

Structure (SMILES): CC.CC
LUMO level, eV: 1.1
HOMO-LUMO gap, eV: 12.69
Relative energy (zero: lowest compared OMol25 entry of this formula, charge and spin), eV: 0.385

Need the natural (NBO) charges? In units of e they are:
1. C -0.6177
2. C -0.6172
3. H 0.2062
4. H 0.2025
5. H 0.2067
6. H 0.2039
7. H 0.2083
8. H 0.2068
9. C -0.6125
10. C -0.6167
11. H 0.2025
12. H 0.2018
13. H 0.2058
14. H 0.2090
15. H 0.2093
16. H 0.2013

=====

The following is a quantum chemistry calculation of a 2-piece molecular cluster, C3H8NO overall in a non-equilibrium geometry, from the OMol25 dataset.

The geometry in ORCA input format:
```
! RIJCOSX wB97M-V def2-TZVPD def2/J DEFGRID3
* xyz -1 1
C 0.143 2.176 -0.726
O 0.597 3.404 -0.947
H 0.921 1.316 -0.611
H -0.629 1.732 -1.489
H -0.477 1.996 0.233
C 0.328 -1.742 -0.489
C -0.626 -0.784 1.568
N -0.525 -1.792 0.751
H 0.553 -0.722 -0.883
H 1.285 -2.215 -0.198
H -0.186 -2.380 -1.236
H -1.450 -0.968 2.311
H 0.065 -0.020 1.715
*
```

LUMO level, eV: 3.9
HOMO-LUMO gap, eV: 6.03
Relative energy (zero: lowest compared OMol25 entry of this formula, charge and spin), eV: 2.080

Need the natural (NBO) charges? In units of e they are:
1. C -0.1588
2. O -0.9425
3. H 0.0377
4. H 0.0454
5. H 0.0424
6. C -0.4671
7. C -0.0623
8. N -0.4244
9. H 0.2251
10. H 0.1865
11. H 0.1927
12. H 0.1535
13. H 0.1718

=====

The following is a quantum chemistry calculation of C7H10N as an isolated structure in a non-equilibrium geometry, from the OMol25 dataset.

The geometry in ORCA input format:
```
! RIJCOSX wB97M-V def2-TZVPD def2/J DEFGRID3
* xyz 1 1
C 0.473 1.194 -1.164
C -0.707 0.703 -0.473
C 1.158 0.127 -0.181
C -0.058 -0.680 -0.572
C -1.984 1.172 -0.011
C 1.851 0.237 1.112
C -0.420 -2.088 -0.162
N 1.026 -0.139 -1.602
H 0.825 2.055 -1.574
H -2.353 2.031 -0.764
H -1.894 1.778 0.887
H -2.625 0.316 0.163
H 1.951 -0.854 1.528
H 1.248 0.710 1.803
H 2.896 0.783 1.036
H 0.389 -2.826 -0.395
H -1.378 -2.385 -0.523
H -0.397 -2.136 0.893
*
```

LUMO level, eV: -4.5
HOMO-LUMO gap, eV: 10.73
Relative energy (zero: lowest compared OMol25 entry of this formula, charge and spin), eV: 4.016

Need the natural (NBO) charges? In units of e they are:
1. C -0.0909
2. C 0.2900
3. C 0.1978
4. C 0.0954
5. C -0.7189
6. C -0.6407
7. C -0.6514
8. N -0.1773
9. H 0.2643
10. H 0.3048
11. H 0.2901
12. H 0.2718
13. H 0.2612
14. H 0.2486
15. H 0.2804
16. H 0.2736
17. H 0.2585
18. H 0.2427

=====

The following is a quantum chemistry calculation of C36H37CrF3P2 as an isolated structure in a non-equilibrium geometry, from the OMol25 dataset.

The geometry in ORCA input format:
```
! RIJCOSX wB97M-V def2-TZVPD def2/J DEFGRID3
* xyz 0 5
Cr -0.923 1.214 1.069
C -1.981 1.063 -2.819
C -1.894 -0.244 -2.509
C -1.224 -1.271 -3.369
C 0.151 -0.857 -3.929
C 0.986 -0.025 -2.998
C 1.007 1.312 -2.973
C 0.141 2.201 -3.802
C -1.318 1.729 -3.999
C 1.365 -0.039 2.793
H -2.818 1.669 -2.408
H -2.558 -0.691 -1.769
H -1.895 -1.521 -4.212
H -1.109 -2.200 -2.791
H 0.705 -1.793 -4.124
H -0.005 -0.355 -4.896
H 1.756 -0.612 -2.498
H 1.851 1.837 -2.539
H 0.584 2.370 -4.804
H 0.135 3.193 -3.323
H -1.880 2.652 -4.198
H -1.394 1.110 -4.907
H 0.539 0.698 2.750
H 2.029 0.214 3.630
H 0.950 -1.039 2.950
P -1.505 -0.916 0.756
P 2.271 -0.114 1.271
C 0.003 -1.414 -0.099
C 1.303 -0.947 0.018
C -2.477 -2.376 1.118
C -2.849 -3.308 0.125
C -3.621 -4.417 0.460
C -3.991 -4.656 1.787
C -3.563 -3.779 2.790
C -2.813 -2.650 2.467
C -2.588 0.605 0.029
C -2.137 2.041 -0.288
C -3.052 3.097 -0.051
C -4.396 2.791 0.073
C -4.850 1.467 0.101
C -3.965 0.400 0.205
C 3.714 -1.134 1.570
C 3.482 -2.454 2.000
C 4.563 -3.300 2.246
C 5.870 -2.840 2.027
C 6.093 -1.541 1.548
C 5.015 -0.682 1.305
C 2.675 1.603 0.919
C 2.667 2.647 1.867
C 2.920 3.957 1.452
C 3.125 4.247 0.098
C 3.060 3.218 -0.848
C 2.913 1.896 -0.427
H -0.147 -2.310 -0.718
H 1.987 -1.336 -0.749
H -2.530 -3.158 -0.906
H -3.931 -5.113 -0.319
H -4.588 -5.535 2.043
H -3.823 -3.986 3.827
H -2.472 -1.964 3.240
H -1.311 2.250 -0.995
H -2.674 4.124 0.017
H -5.131 3.590 0.141
H -5.922 1.259 0.031
H -4.356 -0.606 0.348
H 2.458 -2.822 2.101
H 4.389 -4.316 2.608
H 6.713 -3.502 2.242
H 7.116 -1.201 1.371
H 5.175 0.315 0.889
H 2.481 2.439 2.923
H 2.975 4.773 2.180
H 3.346 5.267 -0.232
H 3.135 3.443 -1.913
H 2.947 1.079 -1.148
F -1.046 2.359 3.836
C -1.594 1.287 3.139
F -1.298 0.173 3.935
F -2.965 1.431 3.266
*
```

LUMO level (spin up / spin down), eV: 0.1 / 0.0
HOMO-LUMO gap (spin up / spin down), eV: 5.39 / 5.12
Relative energy (zero: lowest compared OMol25 entry of this formula, charge and spin), eV: 4.230
<S²>: 6.494

Need the Mulliken charges? In units of e they are:
1. Cr -0.0851
2. C -0.3789
3. C -0.5970
4. C -0.8082
5. C -1.4968
6. C 0.3018
7. C -0.4036
8. C -1.0249
9. C -1.0611
10. C -1.1490
11. H 0.6344
12. H 1.1096
13. H 0.5487
14. H 0.0501
15. H 0.5313
16. H 0.2298
17. H 0.7588
18. H 0.0882
19. H 0.4202
20. H 0.3151
21. H 0.4139
22. H 0.3219
23. H -0.0069
24. H 0.5941
25. H 0.4028
26. P 1.3128
27. P 1.7173
28. C -0.8812
29. C -1.0900
30. C 0.1669
31. C -0.0146
32. C -0.6677
33. C -0.5210
34. C -0.6156
35. C -0.3080
36. C 1.5983
37. C -0.8977
38. C -1.1997
39. C -0.7089
40. C -0.8062
41. C -0.6396
42. C 0.1169
43. C -0.4205
44. C -0.6908
45. C -0.4376
46. C -0.6690
47. C -0.2777
48. C 0.7137
49. C -0.4159
50. C -0.7400
51. C -0.6003
52. C -0.6632
53. C -0.9971
54. H 0.5695
55. H 0.9143
56. H 0.2238
57. H 0.4085
58. H 0.3545
59. H 0.3970
60. H 0.3797
61. H 0.7624
62. H 0.3975
63. H 0.3897
64. H 0.3425
65. H 0.4068
66. H 0.3024
67. H 0.3867
68. H 0.3636
69. H 0.3773
70. H 0.3519
71. H 0.3581
72. H 0.4083
73. H 0.4074
74. H 0.4614
75. H 0.7760
76. F -0.3294
77. C 0.0317
78. F -0.2850
79. F -0.2293

=====

The following is a quantum chemistry calculation of a 3-piece molecular cluster, C4H12BrO2S2 overall in a non-equilibrium geometry, from the OMol25 dataset.

The geometry in ORCA input format:
```
! RIJCOSX wB97M-V def2-TZVPD def2/J DEFGRID3
* xyz -1 1
Br -1.236 0.830 -0.622
C -2.261 -2.661 1.164
S -1.805 -2.760 2.824
O -2.516 -4.046 3.367
C -2.707 -1.310 3.411
H -3.223 -2.928 1.218
H -1.757 -3.516 0.579
H -1.889 -1.606 0.642
H -2.358 -0.337 3.273
H -2.497 -1.584 4.479
H -3.624 -1.538 3.259
C 2.135 1.156 -1.564
S 2.147 2.953 -1.845
O 3.074 3.553 -0.877
C 3.029 2.914 -3.413
H 1.477 0.740 -2.407
H 1.637 0.788 -0.715
H 3.139 0.731 -1.648
H 3.967 2.412 -3.314
H 2.867 4.019 -3.835
H 2.401 2.190 -3.979
*
```

LUMO level, eV: 3.1
HOMO-LUMO gap, eV: 7.51
Relative energy (zero: lowest compared OMol25 entry of this formula, charge and spin), eV: 0.551

Need the natural (NBO) charges? In units of e they are:
1. Br -0.9657
2. C -0.8781
3. S 1.1947
4. O -0.9960
5. C -0.7805
6. H 0.2147
7. H 0.2303
8. H 0.3185
9. H 0.2532
10. H 0.2139
11. H 0.2039
12. C -0.8405
13. S 1.2864
14. O -1.0142
15. C -0.8464
16. H 0.2384
17. H 0.2813
18. H 0.1989
19. H 0.2264
20. H 0.2382
21. H 0.2229

=====

The following is a quantum chemistry calculation of C13H19AuClOSi as an isolated structure in a non-equilibrium geometry, from the OMol25 dataset.

The geometry in ORCA input format:
```
! RIJCOSX wB97M-V def2-TZVPD def2/J DEFGRID3
* xyz -1 3
C -1.953 0.722 -0.933
C -1.027 1.499 -1.609
C -0.389 2.350 -0.642
H -0.799 1.473 -2.691
C -0.952 2.066 0.628
C -1.943 1.063 0.438
H -2.512 0.601 1.253
H -2.574 -0.116 -1.371
H 0.388 3.096 -0.850
H -0.679 2.531 1.595
Au 0.404 0.303 -0.219
Cl -0.051 -2.210 0.131
C 5.492 0.827 -1.713
C 5.518 1.994 -0.912
C 5.055 3.075 -1.700
H 5.845 2.052 0.137
C 4.744 2.576 -2.988
C 5.014 1.186 -2.996
H 4.881 0.506 -3.852
H 5.797 -0.183 -1.396
H 4.959 4.122 -1.371
H 4.363 3.167 -3.836
C -1.918 -2.243 3.295
Si -2.457 -2.040 1.544
C -2.614 -3.684 0.703
C -4.159 -1.284 1.465
O -1.419 -1.004 0.940
H -2.666 -2.871 3.787
H -1.870 -1.270 3.801
H -0.939 -2.729 3.342
H -3.396 -4.242 1.234
H -2.917 -3.568 -0.345
H -1.688 -4.270 0.749
H -4.246 -0.360 2.042
H -4.462 -1.112 0.427
H -4.831 -2.023 1.914
*
```

LUMO level (spin up / spin down), eV: 2.2 / -0.1
HOMO-LUMO gap (spin up / spin down), eV: 4.93 / 2.41
<S²>: 2.016

Need the natural (NBO) charges? In units of e they are:
1. C -0.3067
2. C -0.3516
3. C -0.2965
4. H 0.2551
5. C -0.4269
6. C -0.0656
7. H 0.2492
8. H 0.2439
9. H 0.2656
10. H 0.2488
11. Au 0.9146
12. Cl -0.2893
13. C -0.3524
14. C -0.3705
15. C -0.3628
16. H 0.1761
17. C -0.3657
18. C -0.3683
19. H 0.1763
20. H 0.1777
21. H 0.1735
22. H 0.1737
23. C -1.1578
24. Si 1.9545
25. C -1.1545
26. C -1.1535
27. O -1.0803
28. H 0.2163
29. H 0.2326
30. H 0.2458
31. H 0.2230
32. H 0.2375
33. H 0.2488
34. H 0.2260
35. H 0.2330
36. H 0.2305

=====

E in Eh, matching the order above: -159.57083 -249.01016 -327.05343 -3420.41830 -3680.43607 -1467.20286